Here is a structure of composition C35H58I3N3O13P2 in a non-equilibrium geometry from OMol25. Energies are from the ωB97M-V functional and the def2-TZVPD basis.

Summary:
**HOMO level**: -8.88 eV
**Frontier orbital gap**: 8.33 eV
**Charge**: 0

Each line ends with the Löwdin charge.
Cartesian coordinates (Å):
C (-0.918, -0.753, -0.848)  -0.11
C (-0.187, -0.687, 0.512)  -0.23
C (0.714, 0.588, 0.561)  -0.17
C (2.177, 0.265, 0.168)  -0.29
C (3.117, 1.281, 0.906)  -0.02
N (2.391, 0.184, -1.294)  0.05
C (3.346, -0.775, -1.703)  -0.32
O (3.232, -1.971, -1.741)  0.14
C (4.535, 0.118, -2.121)  0.00
C (5.883, -0.181, -2.275)  -0.09
C (6.348, -1.610, -2.000)  -0.12
C (6.852, -2.365, -3.265)  -0.16
C (6.753, -3.908, -3.059)  -0.17
C (6.183, -4.576, -4.342)  -0.21
N (5.451, -5.800, -3.980)  0.02
C (6.297, -6.819, -3.481)  -0.51
C (5.616, -7.993, -2.757)  -0.01
O (7.502, -6.838, -3.608)  0.07
C (6.728, 0.889, -2.645)  -0.19
C (8.232, 0.628, -2.784)  -0.17
O (8.978, 1.431, -1.843)  -0.17
N (8.498, 1.246, -0.552)  -0.03
O (9.374, 1.203, 0.219)  0.09
C (6.232, 2.175, -2.881)  -0.51
I (7.527, 3.757, -3.483)  1.00
C (4.863, 2.472, -2.723)  -0.32
C (4.295, 3.840, -2.922)  -0.80
I (4.580, 5.218, -1.307)  0.79
C (3.647, 4.183, -4.035)  -0.79
C (3.473, 3.106, -5.110)  -0.11
I (2.836, 6.128, -4.338)  0.81
C (4.046, 1.430, -2.339)  -0.04
C (2.543, 1.376, -2.037)  -0.32
O (1.648, 2.110, -2.359)  0.16
H (-1.402, -1.738, -0.938)  0.06
H (-0.214, -0.605, -1.680)  0.06
H (-1.672, 0.048, -0.908)  0.08
H (-0.880, -0.610, 1.364)  0.09
H (0.452, -1.572, 0.668)  0.10
H (0.749, 0.910, 1.617)  0.10
H (0.301, 1.435, -0.006)  0.12
H (2.411, -0.728, 0.581)  0.14
H (3.419, 0.803, 1.853)  0.09
H (4.049, 1.517, 0.376)  0.07
H (2.522, 2.163, 1.173)  0.08
H (7.154, -1.558, -1.244)  0.13
H (5.515, -2.138, -1.524)  0.10
H (7.910, -2.100, -3.401)  0.10
H (6.314, -2.074, -4.176)  0.11
H (7.749, -4.328, -2.863)  0.11
H (6.122, -4.172, -2.196)  0.12
H (7.036, -4.806, -5.010)  0.12
H (5.532, -3.898, -4.909)  0.11
H (4.928, -6.177, -4.767)  0.13
H (5.975, -8.061, -1.721)  0.09
H (4.536, -7.782, -2.726)  0.07
H (5.813, -8.928, -3.294)  0.08
H (8.589, 0.844, -3.796)  0.12
H (8.453, -0.416, -2.534)  0.10
H (2.827, 2.304, -4.721)  0.08
H (4.456, 2.661, -5.323)  0.08
H (3.004, 3.478, -6.027)  0.07
O (-1.761, 2.274, 2.652)  -0.22
P (-1.890, 2.366, 4.142)  0.63
O (-3.521, 2.429, 4.322)  -0.22
C (-4.274, 1.235, 4.083)  -0.28
C (-4.150, 0.255, 5.236)  -0.08
O (-1.509, 3.961, 4.301)  -0.25
C (-0.695, 4.632, 3.338)  -0.28
C (-1.558, 5.455, 2.402)  -0.07
O (-1.601, 2.114, 5.743)  -0.23
C (-1.641, 3.128, 6.755)  -0.27
C (-2.991, 3.779, 6.953)  -0.07
H (-3.954, 0.772, 3.145)  0.11
H (-5.315, 1.533, 3.966)  0.12
H (-3.127, -0.123, 5.321)  0.07
H (-4.818, -0.595, 5.090)  0.08
H (-4.393, 0.738, 6.183)  0.07
H (-0.073, 3.927, 2.788)  0.10
H (-0.021, 5.293, 3.889)  0.12
H (-2.354, 4.855, 1.961)  0.08
H (-0.957, 5.885, 1.598)  0.08
H (-2.040, 6.268, 2.948)  0.08
H (-0.862, 3.869, 6.582)  0.11
H (-1.368, 2.617, 7.682)  0.12
H (-3.269, 4.401, 6.103)  0.07
H (-2.966, 4.419, 7.838)  0.08
H (-3.773, 3.031, 7.084)  0.07
O (-7.293, -0.414, 2.370)  -0.22
P (-7.920, -1.373, 1.405)  0.63
O (-6.841, -1.336, 0.165)  -0.22
C (-5.572, -1.969, 0.341)  -0.28
C (-5.677, -3.480, 0.240)  -0.08
O (-9.083, -0.366, 0.815)  -0.25
C (-9.586, 0.727, 1.584)  -0.28
C (-8.950, 2.025, 1.130)  -0.07
O (-8.727, -2.684, 0.824)  -0.23
C (-9.673, -2.658, -0.252)  -0.26
C (-9.109, -2.232, -1.589)  -0.07
H (-5.138, -1.674, 1.301)  0.10
H (-4.919, -1.591, -0.446)  0.12
H (-6.260, -3.889, 1.069)  0.07
H (-4.687, -3.937, 0.262)  0.08
H (-6.181, -3.773, -0.682)  0.07
H (-9.434, 0.561, 2.650)  0.10
H (-10.665, 0.770, 1.418)  0.12
H (-7.862, 1.957, 1.123)  0.07
H (-9.245, 2.850, 1.781)  0.08
H (-9.258, 2.261, 0.110)  0.08
H (-10.543, -2.063, 0.021)  0.11
H (-10.030, -3.686, -0.343)  0.12
H (-8.839, -1.177, -1.597)  0.07
H (-9.853, -2.390, -2.371)  0.08
H (-8.214, -2.803, -1.837)  0.07